{
  "formula": "C34H30ClN5O4SSbV",
  "method": "the ωB97M-V functional and the def2-TZVPD basis",
  "elements": ["V", "C", "C", "N", "N", "C", "N", "S", "C", "C", "C", "C", "C", "N", "H", "H", "H", "H", "H", "H", "H", "H", "H", "O", "Cl", "O", "O", "O", "C", "C", "C", "C", "C", "C", "C", "C", "N", "H", "H", "H", "H", "H", "H", "C", "C", "C", "C", "C", "C", "Sb", "C", "C", "C", "C", "C", "C", "C", "C", "C", "C", "C", "C", "H", "H", "H", "H", "H", "H", "H", "H", "H", "H", "H", "H", "H", "H", "H"],
  "coordinates": [[-1.422, 0.934, -0.864], [-2.092, 5.304, -0.849], [-2.183, 3.813, -0.930], [-1.315, 3.021, -0.405], [-0.228, 3.572, 0.220], [0.134, 2.941, 1.298], [1.275, 3.399, 1.903], [-0.775, 1.681, 2.102], [-3.326, 3.133, -1.553], [-4.410, 3.822, -2.091], [-5.479, 3.110, -2.602], [-5.448, 1.725, -2.557], [-4.340, 1.103, -2.008], [-3.299, 1.784, -1.525], [-2.675, 5.684, -0.005], [-1.054, 5.583, -0.689], [-2.461, 5.778, -1.758], [1.906, 3.903, 1.299], [1.696, 2.774, 2.571], [-4.415, 4.902, -2.098], [-6.330, 3.630, -3.024], [-6.265, 1.126, -2.935], [-4.276, 0.023, -1.942], [-1.527, -2.805, -0.350], [-2.262, -1.667, -0.902], [-3.558, -2.118, -1.419], [-2.546, -0.717, 0.253], [0.286, -0.005, -0.335], [-0.606, 1.464, -2.905], [0.208, 0.362, -3.367], [-0.359, -0.761, -4.012], [0.402, -1.835, -4.416], [1.784, -1.849, -4.199], [2.367, -0.758, -3.541], [1.601, 0.309, -3.137], [2.584, -2.953, -4.632], [3.231, -3.844, -4.974], [-1.482, 1.625, -3.539], [-0.042, 2.391, -2.780], [-1.429, -0.773, -4.186], [-0.068, -2.679, -4.906], [3.434, -0.769, -3.351], [2.065, 1.137, -2.615], [3.143, -4.611, -0.223], [2.383, -3.872, -1.118], [1.649, -2.779, -0.675], [1.679, -2.423, 0.668], [2.446, -3.166, 1.562], [3.176, -4.261, 1.121], [0.640, -0.699, 1.354], [-0.574, -1.592, 2.849], [-0.870, -2.941, 2.687], [-1.606, -3.606, 3.658], [-2.033, -2.933, 4.793], [-1.730, -1.590, 4.956], [-1.004, -0.914, 3.984], [2.322, 0.235, 2.237], [2.418, 0.515, 3.596], [3.541, 1.163, 4.095], [4.566, 1.540, 3.237], [4.475, 1.256, 1.881], [3.359, 0.597, 1.383], [3.714, -5.462, -0.576], [2.366, -4.147, -2.165], [1.055, -2.192, -1.364], [2.481, -2.894, 2.614], [3.771, -4.835, 1.822], [-0.554, -3.465, 1.796], [-1.851, -4.651, 3.518], [-2.610, -3.455, 5.546], [-2.068, -1.057, 5.837], [-0.797, 0.140, 4.107], [1.610, 0.247, 4.267], [3.611, 1.380, 5.154], [5.436, 2.053, 3.626], [5.273, 1.546, 1.209], [3.286, 0.375, 0.323]],
  "mulliken_charge": [-0.32, -1.86, 0.44, 1.33, -1.46, 0.38, -0.47, -0.52, 0.72, -0.94, -0.46, -0.93, -0.01, 0.50, 0.27, 0.43, 0.48, 0.28, 0.20, 0.33, 0.41, 0.44, 0.40, -0.61, 1.23, -0.79, -0.65, 0.54, -1.45, 0.99, -0.53, -0.83, 0.28, -0.55, -0.33, 0.15, -0.66, 0.46, 0.42, 0.37, 0.42, 0.37, 0.26, -0.62, -0.62, -0.10, 0.16, -0.31, -0.70, 0.77, 1.47, -0.39, -0.84, -0.45, -0.90, -0.42, 0.51, -0.49, -0.46, -0.55, -0.60, -0.41, 0.38, 0.39, 0.19, 0.34, 0.38, 0.31, 0.40, 0.37, 0.39, 0.30, 0.18, 0.40, 0.35, 0.41, 0.38],
  "spin_multiplicity": 4,
  "total_energy_ev": -106964.7024,
  "total_charge": -1,
  "s_squared": 3.767
}